C4H13N2O | the ωB97M-V functional and the def2-TZVPD basis

Each atom is followed by the atoms it is bonded to, with distances in Å.
Positions of all 20 atoms, in Å:
1 C 0.50527 2.01946 -0.38554  O2 1.403, C3 1.520, H8 1.095, H9 1.098
2 O 1.17895 2.64754 0.67302  C1 1.403, H10 0.957
3 C 0.27659 0.57608 0.03383  C1 1.520, C4 1.517, N7 1.501, H11 1.075
4 C 0.05206 -0.42204 -1.08692  C3 1.517, C5 1.519, H12 1.091, H13 1.098
5 C -0.35189 -1.81958 -0.65143  C4 1.519, N6 1.439, H14 1.108, H15 1.106
6 N 0.03086 -2.28306 0.65620  C5 1.439, H17 1.003, H18 1.014
7 N -0.72415 0.42601 1.14236  C3 1.501, H16 1.037, H19 1.034, H20 1.066
8 H -0.46108 2.48968 -0.59553  C1 1.095
9 H 1.07624 1.99275 -1.32288  C1 1.098
10 H 1.32165 3.58180 0.52272  O2 0.957
11 H 1.20217 0.38239 0.54497  C3 1.075
12 H -0.68312 -0.08488 -1.81926  C4 1.091
13 H 0.98197 -0.48061 -1.66863  C4 1.098
14 H -1.45876 -1.84644 -0.68858  C5 1.108
15 H -0.19007 -2.58666 -1.43160  C5 1.106
16 H -0.56927 -0.51295 1.55541  N7 1.037
17 H -0.72845 -2.71586 1.14728  N6 1.003
18 H 0.85718 -2.87014 0.69050  N6 1.014
19 H -0.58572 1.12656 1.89034  N7 1.034
20 H -1.73043 0.37996 0.79372  N7 1.066

- Electronic energy: -9382.9382 eV
- Spin multiplicity: 2
- Relative energy (zero: lowest compared OMol25 entry of this formula, charge and spin): 40.39 kcal per mole
- Molar mass: 105.16 g/mol
- LUMO energy (alpha / beta): 0.792 / 0.596 eV
- <S²>: 0.751

C10H20N2O3 | the ωB97M-V functional and the def2-TZVPD basis

Each atom is followed by the atoms it is bonded to, with distances in Å.
Positions of all 35 atoms, in Å:
1 C -1.61531 -0.87144 -2.30467  C2 1.548, H16 1.089, H17 1.107, H18 1.199
2 C -0.96290 -1.71676 -1.18449  C1 1.548, C3 1.562, C4 1.609, H19 1.068
3 C -1.35976 -3.21125 -1.40238  C2 1.562, H20 1.102, H21 1.086, H22 1.129
4 C 0.61665 -1.43673 -1.05590  C2 1.609, N5 1.519, C6 1.549, H23 1.099
5 N 1.20075 -2.07782 0.19078  C4 1.519, H24 1.077, H25 0.934
6 C 1.48215 -0.15243 -1.10273  C4 1.549, O7 1.212, N8 1.368
7 O 2.55900 -0.29496 -1.63985  C6 1.212
8 N 0.95094 1.05642 -0.74600  C6 1.368, C9 1.429, H26 0.975
9 C -0.15529 1.25535 0.13603  N8 1.429, C10 1.503, C13 1.627, H27 1.159
10 C -0.50996 2.71500 0.18260  C9 1.503, O11 1.163, O12 1.348
11 O -1.57415 3.07216 0.48759  C10 1.163
12 O 0.56410 3.44789 -0.17366  C10 1.348, H28 0.985
13 C 0.29787 0.90444 1.65872  C9 1.627, C14 1.508, C15 1.589, H29 1.175
14 C 1.55658 1.66544 1.99220  C13 1.508, H30 1.128, H31 1.042, H32 1.051
15 C -0.81604 0.99933 2.78773  C13 1.589, H33 1.039, H34 1.110, H35 1.047
16 H -1.04870 -0.91802 -3.23402  C1 1.089
17 H -2.60592 -1.35397 -2.41366  C1 1.107
18 H -1.93018 0.24377 -1.99538  C1 1.199
19 H -1.21097 -1.28288 -0.24091  C2 1.068
20 H -1.22301 -3.32348 -2.48978  C3 1.102
21 H -2.43526 -3.20506 -1.25510  C3 1.086
22 H -0.93402 -4.05110 -0.77891  C3 1.129
23 H 1.17649 -2.10044 -1.72911  C4 1.099
24 H 1.43291 -3.12179 0.31926  N5 1.077
25 H 1.96070 -1.55824 0.34888  N5 0.934
26 H 1.54941 1.82426 -0.80011  N8 0.975
27 H -1.19982 0.77299 -0.00337  C9 1.159
28 H 0.34001 4.38459 -0.37778  O12 0.985
29 H 0.75441 -0.17183 1.53880  C13 1.175
30 H 2.08457 1.21786 2.88237  C14 1.128
31 H 1.77189 2.66949 1.81468  C14 1.042
32 H 2.19511 1.24743 1.27012  C14 1.051
33 H -1.73371 0.51280 2.81156  C15 1.039
34 H -0.96227 2.09479 2.89321  C15 1.110
35 H -0.21629 0.76417 3.61330  C15 1.047

- Electronic energy: -19814.6488 eV
- Relative energy (zero: lowest compared OMol25 entry of this formula, charge and spin): 91.98 kcal per mole
- Molar mass: 216.28 g/mol
- SMILES string: CC(C)[C@H](N)C(=O)N[C@H](C(=O)O)C(C)C
- LUMO energy: 0.484 eV